The following is a quantum chemistry calculation of 3 unconnected molecules or ions with the total composition C12H26F3N2O6P at a distorted geometry, from the OMol25 dataset.

Last column: natural (NBO) charge in e.
CARTESIAN COORDINATES (ANGSTROEM)
C (-5.538, -2.423, -2.852)  -0.322
C (-4.798, -2.214, -3.934)  0.249
O (-4.011, -1.765, -5.073)  -0.708
P (-2.630, -2.826, -5.218)  2.405
O (-3.195, -4.259, -5.299)  -1.009
O (-1.912, -2.445, -6.719)  -0.727
C (-0.598, -1.818, -6.577)  -0.308
O (-1.647, -2.512, -3.843)  -0.747
C (-0.877, -3.655, -3.443)  1.179
F (-1.637, -4.718, -2.857)  -0.293
F (0.021, -3.180, -2.395)  -0.327
F (-0.033, -4.194, -4.471)  -0.318
H (-6.381, -2.295, -2.063)  0.291
H (-0.357, -1.333, -7.613)  0.217
H (-0.567, -0.940, -5.818)  0.203
H (0.263, -2.561, -6.377)  0.214
C (3.134, -1.683, 1.508)  -0.615
C (3.560, -0.295, 1.040)  -0.081
C (2.373, 0.625, 0.684)  -0.083
O (1.780, 0.349, -0.585)  -0.556
C (0.822, -0.697, -0.570)  -0.246
N (4.493, -0.436, -0.086)  -0.825
H (2.786, -2.315, 0.687)  0.201
H (3.977, -2.203, 1.973)  0.218
H (2.335, -1.617, 2.252)  0.203
H (4.098, 0.174, 1.873)  0.191
H (2.753, 1.650, 0.613)  0.182
H (1.614, 0.630, 1.476)  0.184
H (0.248, -0.718, 0.361)  0.167
H (1.313, -1.658, -0.738)  0.168
H (0.129, -0.533, -1.399)  0.185
H (4.841, 0.489, -0.339)  0.350
H (3.943, -0.716, -0.901)  0.354
C (-0.787, 2.715, 2.321)  -0.617
C (-0.435, 1.977, 3.610)  -0.081
C (-1.144, 2.546, 4.857)  -0.076
O (-0.569, 3.752, 5.357)  -0.549
C (-1.014, 4.930, 4.703)  -0.249
N (1.025, 1.971, 3.773)  -0.831
H (-0.304, 3.692, 2.250)  0.204
H (-0.462, 2.135, 1.451)  0.220
H (-1.868, 2.860, 2.236)  0.205
H (-0.769, 0.940, 3.488)  0.188
H (-1.038, 1.814, 5.665)  0.184
H (-2.221, 2.668, 4.689)  0.166
H (-2.064, 4.863, 4.402)  0.170
H (-0.382, 5.142, 3.839)  0.165
H (-0.908, 5.763, 5.401)  0.191
H (1.260, 1.405, 4.587)  0.353
H (1.302, 2.915, 4.049)  0.359

The calculated total energy comes out at -45567.354 eV. Its multiplicity is 1. The highest occupied orbital energy is -0.332 hartree. Its energy relative to the best compared isomer or geometry (same formula, charge and spin) is 84.1 kcal/mol. The SMILES is C#CO[P@@](=O)(OC)OC(F)(F)F.COC[C@@H](C)N.COC[C@@H](C)N. As for the charge: 0.